(1)
Entry from OMol25: one molecule with the formula C21H27NO3 (ωB97M-V/def2-TZVPD).

```
52
Properties=species:S:1:pos:R:3:forces:R:3
H -6.3510 -0.0341 -2.2870 -0.046 0.047 -0.059
H -2.4440 -4.9097 -2.3577 0.009 -0.099 -0.056
H 1.8208 1.8198 4.2654 0.058 0.052 0.110
C -0.3899 -3.4342 -1.3128 -0.196 -0.005 0.185
N -1.4769 -1.1299 0.1032 -0.146 -0.193 0.115
H 5.1673 3.6242 1.6069 0.016 -0.021 0.005
H -0.5006 0.9911 4.4504 -0.033 0.020 0.076
C 6.3101 3.7059 -0.6077 0.020 0.185 -0.217
H -1.6630 0.1126 2.4719 -0.095 -0.027 -0.008
C -4.4377 -0.8043 -1.7259 0.079 -0.071 0.050
C 1.9745 1.4024 2.1797 -0.235 -0.067 0.102
C -0.6045 -0.1146 -0.0836 -0.053 -0.095 0.138
H 4.2562 4.3733 -0.8364 -0.118 0.048 0.014
C 0.0268 0.4023 1.1688 0.110 0.238 0.312
C 0.0114 0.9535 3.5003 0.108 0.022 0.061
H 5.7745 2.0216 2.0765 -0.098 0.118 -0.024
C -4.3436 -1.9590 0.3664 0.018 0.006 -0.075
O 3.2382 1.9029 2.1840 -0.048 0.003 0.164
H 7.1649 3.5063 -1.2591 -0.053 0.131 0.070
C -2.2220 -1.7389 -0.9805 -0.063 -0.197 -0.031
H -0.1557 -4.4921 -1.4070 0.062 -0.095 -0.023
H -3.7900 -2.5049 1.1179 0.060 -0.080 0.094
H -1.6443 -1.4759 1.0336 0.122 0.092 -0.007
C -6.4222 -1.0395 -0.3993 -0.094 0.036 -0.032
C -0.6375 0.4416 2.3879 -0.023 -0.101 -0.237
O 6.1917 2.5328 0.1698 -0.181 -0.220 -0.043
H 3.3924 2.5404 0.2226 0.036 -0.087 0.046
H 1.7919 0.8610 0.0924 0.062 0.036 -0.083
H -2.1880 -3.7423 -0.1795 -0.032 0.034 0.033
C -2.6716 -3.8502 -2.2670 -0.014 0.007 0.319
H 6.5566 4.5600 0.0412 0.040 -0.099 -0.058
H -0.0658 -2.9252 -2.2176 0.070 0.059 -0.135
O -0.3305 0.3314 -1.1819 0.150 0.107 -0.208
H 5.3377 4.8454 -2.1453 -0.013 0.107 -0.078
C -1.8897 -3.2398 -1.1070 0.154 0.172 -0.273
H -6.1817 -2.0932 1.4483 -0.039 -0.027 0.066
C 5.0864 4.0433 -1.4562 0.261 -0.182 0.304
H -1.8883 -1.2239 -1.8879 -0.077 -0.110 0.093
H 0.1744 -3.0299 -0.4756 0.110 0.006 0.025
C 1.3248 0.8923 1.0639 0.202 0.052 -0.091
H 4.7776 3.1725 -2.0288 -0.055 -0.068 -0.090
C 1.3054 1.4213 3.4060 0.126 0.045 -0.100
C -5.7900 -0.5766 -1.5403 -0.109 0.031 -0.024
H -3.9462 -0.4368 -2.6147 0.076 0.043 -0.095
H -7.4772 -0.8616 -0.2522 -0.080 0.015 0.010
H -2.4040 -3.3603 -3.2004 0.032 0.062 -0.163
C -5.6948 -1.7304 0.5547 -0.017 -0.048 0.109
C 5.3104 2.5922 1.2647 -0.235 -0.139 0.238
H -3.7426 -3.7389 -2.1139 -0.101 -0.041 -0.073
C -3.7005 -1.5011 -0.7778 -0.010 0.155 -0.119
H 4.1115 0.9441 0.5632 -0.053 0.093 0.018
C 3.9479 1.9532 0.9632 0.338 0.050 -0.354
```
Forces are in eV/Å.

As for the HOMO energy: -8.7 eV. Its energy above the lowest of the compared OMol25 structures with the same formula, charge and spin is 237.8 kJ/mol. As for the HOMO-LUMO gap: 9.50 eV. As for the structure (SMILES): CCOCCOc1cccc(C(=O)N[C@H](c2ccccc2)C(C)C)c1. Its spin multiplicity is 1.

(2)
Entry from OMol25: one molecule with the formula C21H27NO6 in a non-equilibrium geometry (ωB97M-V/def2-TZVPD).

```
55
Properties=species:S:1:pos:R:3:forces:R:3
H 3.7541 2.6374 -2.6670 -0.022 0.071 -0.111
C 1.7982 0.1972 -0.2392 -0.014 0.215 0.576
H -1.1498 -0.3122 3.7398 0.125 -0.024 0.054
C -3.7496 0.6029 1.1087 0.002 -0.004 0.532
C 1.1188 -3.6563 -3.9646 -0.143 -0.253 -0.029
O 1.0289 3.6188 4.0006 0.278 -0.269 0.384
H -0.6123 3.1515 1.1042 -0.084 0.006 -0.087
H -0.3512 4.6510 2.9975 0.075 0.002 -0.091
C -0.0649 2.7731 1.9684 0.337 0.217 0.341
C -1.5365 -0.0373 1.6584 -0.008 -0.089 0.321
H 1.8051 2.4583 0.9689 0.023 0.011 0.111
H 1.5460 1.3769 2.3472 0.100 -0.043 0.051
C -0.1353 -0.4006 1.2264 0.057 0.072 -0.267
H 2.4732 -0.3331 0.4683 -0.134 0.076 -0.195
H 1.6098 -1.8877 -2.9607 -0.058 -0.101 0.043
C -4.0925 0.5996 2.4623 0.292 -0.036 -0.434
C 1.0597 1.8542 1.4915 -0.277 0.102 -0.234
H -0.2408 -4.5688 -5.4657 0.070 0.000 -0.098
O 2.4682 1.2326 -0.8628 -0.133 -0.052 -0.057
H -6.2542 2.2066 1.1991 0.167 -0.219 0.039
N 1.0558 -2.7262 -2.8780 0.162 0.274 -0.009
H -0.8917 -2.3771 0.5425 -0.039 -0.169 -0.083
C 1.0494 -5.1363 -3.7309 0.178 -0.110 0.036
C 0.5896 0.7632 0.5251 0.543 -0.154 0.034
O 1.4105 -0.7379 -1.2360 -0.227 -0.101 -0.196
H -0.7633 2.2238 2.5991 -0.073 0.115 -0.037
H -2.2412 0.2719 -0.3662 0.048 -0.003 -0.201
C 0.4867 -1.6672 -0.8312 -0.127 0.094 0.561
C 0.3146 -2.8335 -1.7557 0.242 0.212 -0.146
H -6.7152 0.4749 1.0779 0.252 0.100 0.061
C -2.4858 0.2846 0.6826 -0.328 0.112 0.031
H 1.7652 3.0177 3.8457 -0.027 0.064 0.046
C -5.8877 1.1714 1.2893 -1.205 0.337 -0.287
C -0.0885 -4.4289 -4.4065 -0.133 0.082 -0.149
H 1.6954 -5.7730 -4.3157 0.055 0.009 -0.107
H -0.0698 1.2097 -0.2240 -0.032 -0.023 -0.053
H 1.2062 4.5177 2.1491 -0.106 0.012 0.011
H 4.3375 0.3776 -0.6811 -0.078 0.019 -0.092
H 3.5587 0.1776 -2.2697 0.031 0.051 0.114
C -3.1760 0.2701 3.4289 -0.423 0.135 -0.105
H 0.4366 -0.6850 2.1193 -0.052 0.071 -0.014
C 4.3887 2.1467 -1.9351 -0.275 -0.321 0.196
H 4.5525 2.8298 -1.1063 0.059 0.092 0.065
O -4.8430 0.9583 0.3647 0.485 -0.126 -0.140
H 1.7957 -3.2995 -4.7312 -0.068 -0.075 0.038
C 0.4700 3.9717 2.7581 -0.340 -0.017 -0.488
O -5.4089 0.9525 2.5986 0.319 -0.112 0.346
C -0.2075 -1.5802 0.3016 0.281 0.000 -0.216
H -0.9921 -4.3044 -3.8333 -0.023 0.007 0.097
C -1.8899 -0.0505 2.9986 0.128 -0.094 -0.189
C 3.7166 0.8777 -1.4400 0.235 -0.023 -0.118
H 0.8824 -5.4698 -2.7202 -0.058 0.030 0.077
H 5.3435 1.9040 -2.3927 0.105 0.013 -0.060
H -3.4418 0.2610 4.4722 -0.040 0.000 0.154
O -0.4283 -3.7565 -1.4809 -0.126 -0.185 -0.026
```
Forces are in eV/Å.

As for the HOMO energy: -8.1 eV. Its energy above the lowest of the compared OMol25 structures with the same formula, charge and spin is 265.0 kJ/mol. As for the HOMO-LUMO gap: 8.74 eV. As for the structure (SMILES): CCO[C@@H]1OC(C(=O)NC2CC2)=C[C@H](c2ccc3c(c2)OCO3)[C@H]1CCCO. Its spin multiplicity is 1.

(3)
Entry from OMol25: C21H28BF4InNO5 as an isolated structure in a non-equilibrium geometry (ωB97M-V/def2-TZVPD).

```
61
Properties=species:S:1:pos:R:3:forces:R:3
C -0.8967 -2.2817 -4.7165 -0.044 0.661 -2.239
H 6.0582 -1.6703 1.9208 -0.043 0.027 0.004
H -6.9444 -0.4384 -3.4960 0.807 1.039 -0.154
C 4.9637 -4.6410 0.5419 0.033 -0.275 -0.161
In -1.6640 0.3098 -3.0238 0.283 0.384 0.566
C 0.2023 1.7613 -0.6018 0.864 0.815 -0.184
C 1.6984 1.9842 6.4220 0.076 0.271 -0.084
B -3.8353 0.4940 -2.3763 -0.311 0.851 0.424
H -1.5017 3.1643 -3.4065 0.923 -0.941 0.227
H 0.9754 2.8752 1.2462 0.626 -0.737 -1.072
C 3.0393 -3.2744 1.2064 -0.079 -0.264 -0.105
C 1.3652 2.2088 0.4158 -0.524 -1.141 -0.803
H -6.1210 -0.1534 -0.9350 0.580 -0.694 -0.367
C 1.5902 2.9249 5.4845 0.143 -0.091 0.279
H 2.2863 0.2094 0.0773 -0.036 0.708 1.166
H -5.8105 0.7841 -4.3613 -0.389 -0.616 1.025
O 0.6603 3.5691 3.4235 -0.010 -0.008 0.306
F -0.2009 -0.1744 -5.6285 -1.225 -0.882 -0.135
C 5.4057 -2.4559 1.5610 0.260 -0.159 -0.101
H -3.5253 1.5701 -0.7528 0.075 0.491 -0.541
H -6.4503 1.1295 -2.6511 0.168 -0.742 -0.979
C 5.8762 -3.5827 1.0275 0.065 0.262 0.127
H 0.6727 3.5737 -1.7513 -1.044 -0.627 0.251
C 3.9516 -2.2166 1.6921 -0.183 0.295 0.103
N -4.9601 -0.4269 -2.7684 -0.813 1.118 1.123
H 2.1210 2.7482 -0.2401 -0.726 -0.457 1.072
C -0.2426 2.9112 -1.5941 0.371 0.070 -0.155
H 2.7958 0.9792 1.7172 -0.804 -0.305 -0.735
H 1.0801 0.2821 1.4164 1.302 0.443 -0.187
F -2.4434 -0.7181 -5.8770 1.569 -0.475 0.265
O -4.1699 1.5982 -1.4764 -0.040 -1.790 -0.348
O 1.0889 -0.1657 7.1560 0.004 0.140 -0.077
C -6.1051 0.3175 -3.3748 -0.026 -0.066 0.203
H -1.0200 3.5759 -1.1001 0.757 -0.804 -0.551
H 6.9369 -3.7747 0.9247 -0.019 -0.041 -0.024
H 1.9785 -3.0821 1.3086 0.019 0.063 -0.021
F -2.0360 -3.0661 -4.5439 1.338 0.679 0.540
C 0.9905 0.6908 6.2984 -0.011 -0.279 0.143
H 2.3029 2.1202 7.3100 -0.014 -0.046 0.011
C -5.5077 -0.9423 -1.4644 -0.503 -0.376 -0.365
H 0.6724 0.9377 -1.2232 -0.824 0.843 0.738
O 3.5233 -1.1907 2.1801 0.258 -0.443 0.166
C 0.7582 2.7143 4.2796 -0.049 0.173 -0.324
H -0.5534 1.2852 3.2675 0.045 0.044 -0.033
C -1.3440 -0.7715 -4.9989 0.554 -0.194 1.488
C 1.9730 0.8297 0.9727 -1.171 1.028 -0.514
H -0.6959 1.3442 -0.0600 0.984 0.220 -0.497
H -6.2046 -1.7946 -1.7519 0.872 0.778 0.690
C 3.5101 -4.4014 0.6726 -0.193 0.150 0.092
H 0.1579 2.4535 -3.7373 -1.048 -0.091 0.677
H -0.8166 -0.6665 -1.7479 -0.236 0.103 -0.377
H -0.3507 -0.4715 5.0189 0.033 -0.005 0.028
H -0.3418 -2.6920 -5.6172 -0.532 0.221 1.025
O 5.3932 -5.6682 0.0534 -0.017 0.137 0.094
C -0.7365 2.4051 -3.0397 0.213 0.764 0.393
F -0.0199 -2.3451 -3.6418 -1.390 -0.167 -1.048
H 2.8576 -5.1865 0.3124 0.036 -0.004 -0.027
H -4.6980 -1.2779 -0.7582 -0.733 0.110 -0.834
C 0.1593 0.4805 5.0938 -0.093 0.115 -0.209
C 0.0507 1.4213 4.1559 -0.109 -0.285 0.074
H 2.1006 3.8770 5.5591 -0.018 0.003 -0.050
```
Forces are in eV/Å.

As for the HOMO energy: -4.3 eV. Its energy above the lowest of the compared OMol25 structures with the same formula, charge and spin is 180.8 kJ/mol. As for the HOMO-LUMO gap: 4.35 eV. Its net charge is -1. Its spin multiplicity is 1.

(4)
Entry from OMol25: C21H28Br45N2O2S as an isolated structure in a non-equilibrium geometry (ωB97M-V/def2-TZVPD).

```
99
Properties=species:S:1:pos:R:3:forces:R:3
Br 9.7144 8.6853 6.4304 -0.056 -0.008 0.017
Br 6.0267 0.4826 -5.3165 -0.041 0.009 -0.003
C 7.9938 9.4413 6.8352 0.035 -0.010 0.074
H -7.6175 -2.1700 -10.0203 0.004 0.010 0.039
H 3.2486 -2.0006 1.1069 -0.030 0.183 -0.076
C -6.5599 2.1717 -5.2208 -0.030 -0.003 -0.053
C -1.5991 -2.8357 -2.7653 1.057 -1.246 1.895
H 0.1615 -1.6928 1.9743 -0.232 0.030 0.116
Br -4.8178 0.3990 6.7076 0.013 -0.055 -0.001
Br -5.4550 -1.4729 -9.0550 0.010 0.024 0.039
Br -6.7038 -2.1310 7.1457 0.055 0.015 -0.021
Br 2.8689 0.6282 -5.6773 0.133 0.160 0.143
Br -4.1011 -2.3767 5.3323 -0.214 -0.069 -0.249
H 1.0574 -0.9007 0.1892 -0.286 -0.794 -0.271
H -0.6491 -0.1781 -6.9603 -0.004 0.041 0.099
H 4.9032 0.8860 4.5263 -0.019 -0.016 -0.002
C -0.5648 -2.6783 6.0582 -0.120 -0.057 0.009
Br -4.9062 -2.0998 -1.4335 -0.012 0.026 -0.020
Br 6.0844 2.2403 6.2131 -0.145 -0.212 -0.101
Br 4.1826 5.9676 9.8571 0.009 -0.033 -0.057
Br -5.0265 1.7809 -4.1184 0.027 0.131 -0.008
H -1.2654 -3.2944 5.5118 0.025 -0.011 -0.040
Br -11.0324 -1.5895 -5.5859 0.043 0.004 -0.038
Br -6.1698 -1.6971 -4.3218 0.076 -0.151 -0.022
C 2.4253 -2.5704 0.6818 -0.675 -0.688 0.315
C 1.2054 6.4365 2.3308 -0.102 0.005 0.057
H 2.8661 -3.3875 0.1055 0.285 0.141 -0.051
H -8.6081 -1.2460 -5.8644 0.006 -0.002 0.010
Br 5.2055 -5.9253 -6.9017 -0.041 0.067 0.015
Br 4.7437 2.6723 -7.2424 -0.004 -0.048 0.045
C 1.6669 -1.6767 -0.2763 1.343 0.611 -0.034
H 4.5670 7.0104 7.6542 0.025 0.005 -0.020
Br -1.0055 -1.1901 -4.7150 -0.476 1.045 -5.186
Br 0.8227 6.4274 4.2125 0.026 -0.029 -0.061
Br 2.0840 2.1037 4.0380 0.000 -0.067 0.028
Br -9.4261 -0.0136 -7.8443 0.046 -0.023 0.019
C -5.5172 -1.2200 5.9395 -0.014 0.067 0.087
Br -6.1576 -3.9301 -10.9514 0.006 0.049 0.030
C 2.4451 2.0827 2.1588 0.070 -0.001 0.134
Br 7.6151 9.3910 8.7207 -0.007 -0.036 -0.042
Br 0.9581 -3.7842 6.4641 0.005 0.050 -0.023
Br -8.2076 1.9466 -4.2516 0.039 -0.044 -0.019
C -6.0887 -2.8302 -2.7716 -0.121 -0.024 -0.036
H 2.4732 3.1113 1.8270 -0.053 -0.022 -0.096
H -0.4784 -3.1278 1.3899 -0.165 0.171 0.024
H 0.4193 1.3200 11.4071 0.001 0.003 0.011
C 4.5512 5.9767 7.9711 -0.023 0.028 0.011
Br 1.0384 1.2013 1.1693 -0.123 0.556 0.251
Br -0.0898 -1.2051 4.9178 0.101 0.256 0.149
Br 6.2816 5.2423 7.5755 0.115 0.163 0.170
C -0.7183 -1.2027 -6.6214 -0.412 -0.113 -0.252
H 1.2137 7.4676 2.0088 0.023 0.003 -0.027
Br 4.2722 -0.3477 6.5664 -0.033 -0.032 -0.042
Br -0.6123 2.2984 9.3867 0.014 -0.044 -0.006
C 2.4707 -3.6700 -2.9210 -0.265 -0.449 1.457
N 0.2090 -2.6998 1.9926 0.221 -0.553 -0.405
C -9.3911 -1.4631 -6.5767 -0.004 0.049 -0.006
H -2.0131 -3.3813 -1.9100 0.198 0.261 0.249
H 2.4059 -1.1550 -0.8834 -0.204 0.069 -0.251
N 0.8580 -2.5171 -1.2583 0.277 -0.480 -0.405
Br 3.1686 5.0924 6.9616 0.011 -0.005 0.012
C 0.1087 0.8805 10.4708 0.005 -0.032 -0.071
H 0.4352 -3.2845 -0.7190 -0.243 0.152 0.046
S -0.4782 -1.5498 -1.9928 -3.321 2.580 0.588
H 2.0853 -3.0403 2.7621 0.067 -0.235 0.051
H 1.5217 -4.2887 1.6423 -0.160 -0.084 0.262
Br -8.9393 -3.1289 -7.4296 0.013 -0.008 0.016
C 1.6539 -3.0909 -2.2645 0.391 -0.226 0.167
Br 1.6704 0.0949 9.6644 -0.043 0.024 -0.008
C -6.6209 -2.1359 -10.4386 -0.119 -0.002 -0.041
O -1.2584 -0.9836 -0.9388 0.051 -1.368 1.215
Br -0.1600 5.5324 1.3191 0.058 -0.043 0.025
H 3.2202 -4.2916 -3.3832 -0.565 0.357 0.428
C 5.1668 -4.1141 -6.2707 0.095 -0.022 -0.156
H 5.8919 -4.0345 -5.4738 -0.021 0.046 0.028
Br -5.6235 -4.6384 -3.2321 0.064 0.067 0.015
H 4.6417 0.2084 -7.3443 -0.005 -0.034 0.015
H -7.0786 -2.8533 -2.3387 -0.001 -0.001 0.025
C 4.5805 0.9013 -6.5172 0.037 0.045 -0.029
Br -6.6756 -0.9470 -11.9471 0.032 -0.033 0.049
Br 2.9536 5.7153 1.9553 0.056 0.077 0.024
H -1.0557 -3.5372 -3.3872 0.055 0.170 -0.245
H -2.4128 -2.3477 -3.2723 -0.101 0.236 0.148
C 5.4696 0.6095 5.4037 0.054 0.038 0.018
Br 5.6783 -2.8620 -7.6360 -0.072 -0.045 0.024
Br -1.2249 -0.4459 10.8801 0.001 0.055 0.076
O 0.0613 -0.4964 -2.7918 2.291 -1.098 1.747
H -6.0944 -0.9410 5.0708 0.009 -0.006 -0.022
C 1.5574 -3.2172 1.8258 0.189 0.671 -0.234
H 8.0218 10.4798 6.5403 -0.012 0.009 -0.010
Br 0.9768 -2.0353 -6.9446 -0.341 -0.248 -0.328
Br 6.5937 8.5983 5.8167 -0.033 0.053 -0.077
Br 6.9264 -0.5016 4.8046 -0.046 0.014 -0.005
Br 4.1684 1.3108 1.7699 -0.047 -0.033 -0.030
Br -2.1791 -2.0068 -7.5922 0.149 -0.021 0.012
H -6.5653 1.4527 -6.0287 0.003 -0.004 -0.011
Br 3.4387 -3.6680 -5.5084 0.836 0.047 -1.523
Br -1.4476 -2.0603 7.6410 0.289 0.034 0.190
Br -6.4340 3.9144 -6.0181 -0.004 -0.043 0.037
```
Forces are in eV/Å.

As for the HOMO energy: -11.4 eV. As for the HOMO-LUMO gap: 8.26 eV. Its net charge is +1. Its spin multiplicity is 1.